(1)
Computed, not measured: a cluster of 2 separate species, C5H9F3N2O in total, with ωB97M-V/def2-TZVPD.

XYZ file:
```
20
Properties=species:S:1:pos:R:3:lowdin_charge:R:1
F 3.02721 -0.19573 1.00440 0.139
F 2.97506 -0.00316 -1.20259 0.120
F 2.30065 -1.79069 -0.28183 0.141
O 1.31981 2.37966 0.03239 0.081
N 0.39647 0.30927 -0.13942 0.045
N -0.52989 -0.54294 -0.02552 -0.332
C -0.74920 -1.10712 1.31897 0.002
C 2.36037 -0.48747 -0.11020 -0.442
C 0.35538 1.67194 0.00708 -0.530
C -1.06352 2.21046 0.04106 0.003
C -0.88286 -1.40074 -1.17893 -0.041
H -1.57806 1.90313 1.02395 0.103
H -1.06700 3.24093 -0.11882 0.050
H -1.73180 1.82344 -0.78692 0.097
H -0.43514 -0.71303 -2.06041 0.137
H -0.37813 -2.46336 -1.07444 0.113
H 0.19233 -1.37495 1.76400 0.081
H -2.01050 -1.38242 -1.19726 0.088
H -1.38006 -1.86113 1.08105 0.041
H -1.12113 -0.21608 1.90345 0.104
```

Computed properties:
* energy: -18507.2790 eV
* ΔE to the lowest compared entry with this formula, charge and spin: 347.35 kJ/mol
* gap between HOMO and LUMO (alpha / beta): 9.28 / 9.28 eV
* net charge: 0
* HOMO level (alpha / beta): -8.73 / -8.73 eV

(2)
Computed, not measured: an isolated molecule of C5H6O, with ωB97M-V/def2-TZVPD.

XYZ file:
```
12
Properties=species:S:1:pos:R:3:lowdin_charge:R:1
O -0.07161 -1.88551 -0.94521 -0.104
C 0.93395 -0.86112 -0.86157 -0.116
C -1.02679 -1.12234 -0.18597 -0.121
C -0.02568 -0.04372 -0.08864 -0.229
C 0.12637 2.04426 1.05824 -0.007
C -0.12724 1.18042 0.19733 -0.070
H 1.21670 -0.47142 -1.84689 0.129
H -0.15110 3.07125 0.93567 0.047
H 0.52799 1.78270 2.06181 0.088
H -1.93561 -0.89101 -0.75405 0.129
H 1.83233 -1.19445 -0.32901 0.127
H -1.29931 -1.60906 0.75828 0.127
```

Computed properties:
* energy: -7325.7745 eV
* ΔE to the lowest compared entry with this formula, charge and spin: 338.66 kJ/mol
* SMILES: C=C=C1COC1
* gap between HOMO and LUMO: 10.03 eV
* net charge: 0
* HOMO level: -9.27 eV

(3)
Computed, not measured: an isolated molecule of C20H33ClN2O4, with ωB97M-V/def2-TZVPD.

XYZ file:
```
60
Properties=species:S:1:pos:R:3:lowdin_charge:R:1
Cl 0.32450 -2.40643 0.69636 0.732
O 2.83838 0.69638 2.27958 -0.021
O -1.33126 2.83900 -0.57722 0.073
O -3.56294 -2.23477 0.09121 0.070
O -1.73761 -1.03382 -4.19621 0.015
N -1.95942 -2.45926 -1.46377 -0.072
N -0.78028 1.21849 -2.03321 -0.021
C 3.73924 3.34810 -0.24017 -0.038
C -1.88554 -2.93440 2.14024 -0.196
C 1.39596 2.37352 1.36267 -0.047
C -1.49453 -0.52745 1.45996 -0.178
C 3.16422 1.99839 0.16410 -0.463
C -1.35184 -1.20825 3.88314 -0.194
C -2.03705 0.50306 -2.20038 -0.012
C 0.98113 2.66113 -1.22586 -0.058
C 1.63258 1.89130 -0.08287 -0.233
C -0.82179 -0.26948 2.80430 -0.210
C 4.00159 0.85900 -0.38140 -0.032
C -0.04848 0.42808 -3.01589 -0.042
C -3.00046 -2.96112 -2.35586 -0.029
C -1.18239 -2.66524 3.46526 -0.209
C -1.42067 -1.99500 1.01814 -0.625
C -0.48443 2.29105 -1.26136 -0.462
C -0.84954 -1.77466 -2.10280 -0.121
C -2.37605 -2.19761 -0.18590 -0.452
C -1.23252 -0.57846 -2.96865 -0.437
C 2.84404 1.98663 1.69132 -0.299
H 0.04719 0.92656 -3.98616 0.131
H -2.95759 -2.77276 2.25331 0.121
H 3.60601 -0.10623 -0.06234 0.079
H -1.06566 0.11526 0.68517 0.097
H 3.75996 3.45964 -1.32664 0.086
H -2.53182 0.20862 -1.27462 0.120
H -0.83622 -1.02148 4.82722 0.110
H -2.51972 -3.35807 -3.24710 0.093
H 0.63310 1.87050 1.94979 0.095
H -3.55762 -3.74322 -1.84730 0.094
H 0.26070 -0.38957 2.70703 0.091
H 5.04320 0.93468 -0.05577 0.087
H 3.74525 0.38122 2.34838 0.095
H -0.29125 -2.47734 -2.72811 0.146
H -2.41467 -1.00335 4.05405 0.118
H -0.17757 -1.40778 -1.33745 0.049
H 4.00263 0.87972 -1.47472 0.086
H 1.05519 3.73560 -1.06019 0.127
H 0.92561 0.05008 -2.69798 0.124
H -1.60050 -3.33100 4.22317 0.112
H -0.11916 -2.90399 3.38441 0.095
H -1.00107 0.76977 3.08798 0.111
H 4.76447 3.44468 0.12457 0.088
H 1.23120 3.44978 1.40893 0.124
H -3.70284 -2.18107 -2.65537 0.096
H -2.75489 1.03709 -2.83193 0.137
H -2.55950 -0.28544 1.52709 0.136
H 1.46878 2.42320 -2.17524 0.117
H 3.16208 4.17856 0.17091 0.088
H -1.74262 -3.96770 1.81777 0.120
H -2.03719 -0.27984 -4.71532 0.105
H 1.37248 0.82958 -0.15846 0.137
H 3.42721 2.68611 2.30019 0.147
```

Computed properties:
* energy: -44968.3718 eV
* ΔE to the lowest compared entry with this formula, charge and spin: 12.18 kJ/mol
* SMILES: CN(CC1(O)CN(C(=O)C[C@@H]2C[C@@H](O)C2(C)C)C1)C(=O)C1(Cl)CCCCC1
* gap between HOMO and LUMO: 9.80 eV
* net charge: 0
* HOMO level: -9.32 eV

(4)
Computed, not measured: a structure of composition C34H96FeN6O15P, with ωB97M-V/def2-TZVPD.

XYZ file:
```
153
Properties=species:S:1:pos:R:3:lowdin_charge:R:1
Fe -0.53713 1.36085 0.34577 1.150
P -0.86364 -1.62068 0.82111 0.090
O -2.18226 -6.10993 -1.41393 -0.079
O -2.80833 5.14864 4.75264 -0.175
O -2.03125 -0.52337 0.64869 -0.345
O -1.71319 -2.47346 -6.68699 -0.164
O 3.47809 4.46059 2.28331 -0.227
O 5.17751 -0.54636 5.92603 -0.208
O -0.48983 5.59609 -0.57869 -0.218
O -3.17633 -4.65738 3.84716 -0.079
O 2.52273 3.53762 -5.81986 -0.191
O -0.04122 -0.62088 1.64828 -0.437
O -1.09714 -3.10614 0.95020 -0.333
O 1.52765 -6.22795 1.40336 -0.099
O 3.35700 -2.26744 -1.86271 -0.085
O -0.33992 -0.89785 -0.46960 -0.349
O -5.89464 -1.40292 0.04388 -0.114
N -2.97439 -0.79682 -3.70273 0.037
N 1.61952 -1.63980 5.22775 0.033
N 2.21947 2.91898 0.51003 0.055
N -1.70641 3.19327 -1.69866 0.055
N 2.37017 1.55182 -4.07015 0.030
N -1.68826 3.18284 2.96960 0.044
C 2.67857 4.88284 -6.12252 -0.128
C 2.73276 -0.99736 5.88224 -0.423
C 2.68830 -1.58332 7.32844 -0.066
C 3.48844 1.51556 -4.99864 -0.464
C -1.19299 5.67241 -1.78492 -0.204
C -3.66052 -3.54584 4.56705 -0.324
C 5.57107 -3.16826 -2.10130 -0.088
C 1.07817 -7.09829 2.42998 -0.292
C -1.78326 -1.92232 -7.95627 -0.132
C -3.05479 -1.51269 -4.97380 -0.433
C 4.63737 2.65413 0.38409 -0.059
C -4.13627 -0.91253 -5.83025 -0.080
C 3.08257 0.49775 -5.99826 -0.064
C -3.20229 2.13848 4.51252 -0.064
C 3.74127 2.93257 -5.40556 -0.205
C -5.84597 -2.83019 -0.16460 -0.280
C 4.08444 -1.05679 5.14438 -0.181
C -1.89736 -7.06080 -3.58556 -0.102
C -3.27128 6.41464 5.06841 -0.148
C 1.96653 -6.77167 3.68247 -0.075
C -3.11252 3.15123 3.39052 -0.406
C -1.85449 4.38300 -3.85184 -0.065
C -1.67128 -1.50284 -5.67783 -0.199
C -1.12226 4.29626 -2.51783 -0.378
C -5.14999 -3.69413 4.76878 -0.100
C -1.19742 -6.57089 -2.33740 -0.308
C 4.14363 -3.36923 -1.48098 -0.307
C -0.33447 6.77245 0.15635 -0.111
C 3.50796 3.09445 2.70219 -0.171
C 3.39092 2.42874 1.26720 -0.393
C 3.85349 5.22010 3.45298 -0.087
C -3.58140 4.59977 3.65779 -0.172
C -7.30432 -3.17789 -0.55458 -0.089
C 6.44884 -0.78111 5.33996 -0.109
H 2.39003 3.91423 0.53207 0.063
H -1.38562 4.12874 3.15341 0.057
H -4.20857 1.88128 4.84322 0.082
H -2.83554 4.85569 -3.80493 0.083
H -2.66776 3.39171 -1.46092 0.083
H 2.44637 0.03294 6.09334 0.126
H 2.84235 5.49506 -5.23570 0.083
H -1.33368 7.00116 0.52699 0.084
H 6.31400 -0.44250 4.31270 0.079
H -1.72417 -2.73591 -8.67924 0.095
H -0.39682 -5.83373 -2.39853 0.112
H -5.47562 -3.34638 0.72111 0.108
H -3.42551 7.13165 4.26205 0.090
H -2.21406 5.93735 -1.51048 0.123
H -3.39577 -2.53532 -4.81237 0.137
H 3.99176 -0.64685 4.13867 0.113
H 6.17663 -4.07016 -2.19056 0.066
H -2.18247 -1.01129 -3.11367 0.055
H -0.72735 -7.50083 -2.01747 0.098
H -1.90209 3.36758 -4.24526 0.079
H -3.76403 -1.02854 -3.11717 0.066
H 2.62361 2.78875 3.26127 0.121
H 5.55902 -2.84566 -3.14240 0.060
H 4.44299 2.85293 -6.23582 0.128
H 4.49007 2.36154 -0.65552 0.069
H 3.51040 6.23431 3.24861 0.081
H -1.45057 -7.80709 -4.24246 0.067
H 3.01123 -7.06236 3.57204 0.066
H 4.23610 3.50217 -4.61891 0.127
H 5.43330 2.00898 0.75607 0.081
H 4.38553 -2.09633 5.01470 0.119
H 4.92449 5.32750 3.62484 0.094
H 2.67196 -0.38267 -5.50393 0.084
H 0.23351 6.56841 1.06402 0.086
H 3.82263 -4.29267 -1.96298 0.101
H 1.88548 -5.71785 3.94890 0.060
H 1.27505 -8.10900 2.07251 0.100
H 4.91224 3.70070 0.25283 0.081
H -2.88431 -7.46128 -3.35392 0.075
H 7.27276 -0.21422 5.77342 0.084
H -2.57713 -1.20847 -8.17605 0.081
H -2.82304 1.19275 4.12538 0.083
H 4.38079 1.23010 -4.44156 0.141
H -5.09000 -1.02455 -5.31453 0.077
H 2.44031 -2.32384 -1.58326 0.076
H -7.69115 -2.55432 -1.36056 0.066
H 3.52517 -1.08196 7.81464 0.064
H 3.33126 1.36107 1.47845 0.126
H -2.65883 2.38569 5.42446 0.085
H -3.13945 -3.43280 5.51774 0.110
H 6.73558 -1.83055 5.40755 0.085
H -1.27584 4.99097 -4.54729 0.079
H 0.85613 -5.54328 1.44670 0.064
H 1.71678 5.25459 -6.47587 0.089
H 1.47842 -2.62081 5.42224 0.067
H -1.92734 2.41423 -2.30231 0.060
H -5.65678 -2.95552 5.38984 0.068
H -0.77854 6.53059 -2.31395 0.128
H -4.19289 6.30971 5.64087 0.088
H -4.65973 4.70198 3.77965 0.125
H -0.98769 -1.67013 -4.84546 0.116
H -1.86260 -5.39938 -0.85311 0.064
H 3.52057 5.06060 -6.79151 0.091
H -0.07616 4.23738 -2.81836 0.136
H -2.09815 -6.34297 -4.38086 0.060
H 1.63440 1.85335 -4.69291 0.058
H -3.39956 5.17255 2.74842 0.114
H -7.32130 -4.23473 -0.82088 0.069
H 4.20524 -3.52658 -0.40416 0.108
H 2.63437 2.75300 -0.39574 0.048
H 2.14853 0.65342 -3.66536 0.069
H -8.02723 -2.89662 0.21119 0.067
H -4.25542 -1.43413 -6.77990 0.066
H 0.12688 7.61097 -0.36530 0.091
H -0.84501 -1.37980 -8.07230 0.083
H -2.68659 6.93148 5.82940 0.087
H 2.30938 0.97392 -6.60120 0.085
H -3.64327 2.73018 2.53664 0.127
H -1.41360 -0.50311 -6.02748 0.122
H -1.26352 2.78759 3.79633 0.058
H 3.91580 0.23112 -6.64844 0.080
H 1.51122 -1.50853 4.23219 0.060
H 3.19123 4.89161 4.25398 0.091
H 1.79410 -1.28002 7.87296 0.073
H 1.73050 -7.38766 4.55020 0.058
H 2.78694 -2.66082 7.46026 0.074
H -3.50824 -2.67785 3.92556 0.106
H -3.97554 0.10495 -6.18663 0.079
H -0.00879 -7.02069 2.45426 0.109
H -5.28206 -4.69661 5.17582 0.072
H 4.42669 2.86340 3.24130 0.125
H -2.59065 -4.39228 3.13422 0.065
H 6.07627 -2.32162 -1.63646 0.061
H -5.19903 -2.95242 -1.03330 0.101
H -5.02121 -1.18620 0.37818 0.055
H -5.86687 -3.67895 3.94783 0.064
```

Computed properties:
* energy: -120133.1781 eV
* ΔE to the lowest compared entry with this formula, charge and spin: 0.00 kJ/mol
* multiplicity: 6
* gap between HOMO and LUMO (alpha / beta): 7.70 / 6.83 eV
* net charge: 0
* HOMO level (alpha / beta): -8.71 / -8.26 eV

(5)
Computed, not measured: a cluster of 2 separate species, C5H5FN2 in total, with ωB97M-V/def2-TZVPD.

XYZ file:
```
13
Properties=species:S:1:pos:R:3:lowdin_charge:R:1
F -2.54660 -1.49947 -0.16326 0.086
N 0.32012 0.85496 -0.55280 0.077
N -2.03018 1.64790 0.18703 0.104
C -1.18034 0.73999 -0.26461 -0.305
C -1.40649 -0.79161 -0.21880 -0.223
C -0.26499 -1.33932 0.06462 -0.002
C 0.81047 -0.42964 -0.13783 -0.494
C 2.17177 -0.42912 0.00954 0.020
H 0.87578 1.65915 0.97598 0.315
H -1.80012 2.65386 0.00309 0.061
H 2.53342 0.70845 -0.49006 0.146
H -0.24431 -2.48016 0.30683 0.174
H 2.76148 -1.29498 0.28028 0.042
```

Computed properties:
* energy: -10956.6370 eV
* ΔE to the lowest compared entry with this formula, charge and spin: 626.23 kJ/mol
* gap between HOMO and LUMO: 6.81 eV
* net charge: 0
* HOMO level: -8.51 eV

no.,F_max (eV/A)
1,5.41
2,5.42
3,0.38
4,4.54
5,5.10